No. 1
The molecule C6H12N2 at a distorted geometry, computed with ωB97M-V/def2-TZVPD.

Summary:
- highest occupied orbital energy (eV) = -8.735
- energy above the lowest of the compared OMol25 structures with the same formula, charge and spin (kcal/mol) = 118.20
- M (g mol⁻¹) = 112.18
- net charge = 0
- HOMO-LUMO gap (eV) = 9.8
- strongest force on any atom (eV Å⁻¹) = 6.608

Atoms and positions in Å:
C -0.766 0.234 0.121
C -1.638 -1.129 0.166
C -1.549 -0.207 -0.949
C 0.765 0.189 -0.102
C 1.507 -0.369 1.208
C 1.653 -1.060 -0.275
H -2.036 1.292 1.120
H -0.244 1.569 1.744
H -2.728 -1.133 0.583
H -0.996 -2.067 0.205
H -1.033 -0.422 -1.774
H -2.386 0.357 -1.195
H 0.722 2.141 -0.819
H 1.312 0.859 -2.002
H 0.856 -0.409 1.997
H 2.415 0.206 1.454
H 2.563 -0.747 -0.862
H 1.238 -1.997 -0.432
N -0.974 1.486 0.752
N 1.318 1.209 -0.941

No. 2
A structure of composition C6H12N2 at a distorted geometry, computed with ωB97M-V/def2-TZVPD.

Summary:
- highest occupied orbital energy (eV) = -8.684
- energy above the lowest of the compared OMol25 structures with the same formula, charge and spin (kcal/mol) = 191.90
- M (g mol⁻¹) = 112.18
- net charge = 0
- HOMO-LUMO gap (eV) = 9.3
- strongest force on any atom (eV Å⁻¹) = 6.679

Atoms and positions in Å:
C 1.237 -1.378 -1.889
C 1.376 -0.471 -0.672
C 0.464 0.730 1.187
C -0.865 1.136 1.759
C -1.371 0.946 2.921
C -1.331 -0.231 -1.732
H 1.476 -0.602 -2.896
H 2.180 -2.266 -1.588
H 0.059 -2.091 -1.958
H 2.095 -0.698 0.058
H 1.511 0.632 -1.404
H 0.912 -0.040 1.916
H 1.023 1.630 1.147
H -1.377 1.924 0.968
H -2.418 0.975 3.332
H -0.793 0.240 3.745
H -1.773 -1.361 -1.730
H -1.836 0.461 -2.423
N 0.126 -0.139 0.082
N -0.697 0.605 -0.824

No. 3
The molecule C6H12N2 at a distorted geometry, computed with ωB97M-V/def2-TZVPD.

Summary:
- highest occupied orbital energy (eV) = -8.669
- energy above the lowest of the compared OMol25 structures with the same formula, charge and spin (kcal/mol) = 85.60
- M (g mol⁻¹) = 112.18
- net charge = 0
- HOMO-LUMO gap (eV) = 9.2
- strongest force on any atom (eV Å⁻¹) = 5.615

Atoms and positions in Å:
C -1.948 -1.686 -0.393
C -1.365 -0.869 1.652
C 0.935 0.361 -0.216
C 2.102 -0.526 0.444
C 1.220 1.688 -0.713
C 0.463 2.749 -1.170
H -2.620 -2.446 0.093
H -1.561 -2.245 -1.372
H -2.679 -0.813 -0.722
H -2.127 -0.076 1.583
H -0.520 -0.525 2.340
H -1.703 -1.768 2.175
H 1.714 -1.496 0.644
H 2.545 -0.113 1.412
H 3.018 -0.583 -0.128
H 2.360 1.844 -1.021
H 0.889 3.675 -1.625
H -0.579 2.712 -0.965
N -0.708 -1.239 0.287
N -0.317 0.028 -0.291

No. 4
The molecule C6H12N2 at a distorted geometry, computed with ωB97M-V/def2-TZVPD.

Summary:
- highest occupied orbital energy (eV) = -7.930
- energy above the lowest of the compared OMol25 structures with the same formula, charge and spin (kcal/mol) = 162.11
- M (g mol⁻¹) = 112.18
- net charge = 0
- HOMO-LUMO gap (eV) = 8.8
- strongest force on any atom (eV Å⁻¹) = 7.525

Atoms and positions in Å:
C 2.313 -0.709 0.679
C 0.948 0.010 0.132
C -0.103 0.841 0.936
C -1.258 0.626 0.105
C -2.501 -0.196 0.143
C 0.034 -1.069 -0.684
H 3.094 0.034 1.062
H 2.130 -1.454 1.405
H 2.610 -1.128 -0.357
H 1.597 2.025 -0.438
H 2.149 0.802 -1.554
H -0.234 0.467 2.024
H 0.111 1.927 1.005
H -1.275 1.498 -0.817
H -3.035 0.309 -0.812
H -3.193 -0.601 1.056
H 0.241 -0.889 -1.851
H 0.519 -2.107 -0.705
N 1.148 1.049 -0.995
N -1.335 -0.748 -0.131